Record 1
ORCA calculation (ωB97M-V/def2-TZVPD) on a molecular structure, C34H36IrN6O2S2.

Results
2S+1   2
Charge   +2
ΔE to the lowest compared entry with this formula, charge and spin   52.1 kcal/mol
DFT total energy   -2696.493713 Eh
HOMO level (alpha / beta)   -0.505 / -0.510 Ha
Kohn-Sham gap (alpha / beta)   7.771 / 5.971 eV

```
81
Properties=species:S:1:pos:R:3:mulliken_charge:R:1
Ir -0.748 -1.470 1.345 0.082
O -4.686 -2.339 1.926 -0.559
C -3.610 -1.865 1.710 0.178
N -2.358 -2.430 1.964 0.299
C -2.152 -3.669 2.605 0.139
O -2.988 -4.406 3.033 -0.550
C -0.668 -4.011 2.671 0.536
C -0.254 -5.177 3.274 -0.705
C 1.106 -5.460 3.321 -0.439
C 1.997 -4.561 2.762 -1.024
C 1.513 -3.407 2.168 0.179
N 0.206 -3.139 2.115 0.073
C -3.454 -0.477 1.119 0.282
C -4.564 0.318 0.919 -0.555
C -4.382 1.638 0.538 -0.681
C -3.089 2.122 0.408 -0.908
C -2.023 1.263 0.604 -0.299
N -2.199 -0.030 0.908 0.299
H -1.003 -5.831 3.699 0.570
H 1.460 -6.368 3.790 0.472
H 3.063 -4.736 2.783 0.494
H 2.172 -2.678 1.721 0.293
H -5.540 -0.110 1.105 0.587
H -5.232 2.288 0.382 0.489
H -2.899 3.161 0.175 0.587
H -0.997 1.610 0.563 0.641
S 2.343 -1.096 -2.204 -0.281
C 1.398 -2.552 -2.166 1.276
C 1.531 -3.622 -3.035 -0.938
C 0.710 -4.721 -2.856 -0.639
C -0.249 -4.749 -1.827 -1.002
C -0.386 -3.702 -0.954 -0.761
C 0.459 -2.574 -1.092 0.243
N 0.443 -1.470 -0.304 0.338
C 1.417 -0.466 -0.736 0.663
C 1.815 0.268 1.899 1.476
C 2.564 1.073 2.764 -0.316
C 2.019 1.521 3.951 -0.829
C 0.702 1.203 4.253 -0.994
C -0.045 0.445 3.365 -0.262
C 0.499 -0.093 2.193 -0.724
H 2.261 -3.599 -3.832 0.476
H 0.797 -5.566 -3.525 0.448
H -0.901 -5.607 -1.733 0.494
H -1.151 -3.727 -0.193 0.443
H 3.586 1.329 2.505 0.530
H 2.614 2.116 4.630 0.450
H 0.255 1.545 5.177 0.498
H -1.072 0.206 3.624 0.514
C 0.616 3.093 -4.588 -1.048
C 0.326 1.600 -4.704 0.080
C -1.063 1.203 -4.207 -1.022
C -1.277 1.420 -2.714 -1.105
N -0.434 0.516 -1.918 0.853
C 0.668 0.788 -1.235 -1.200
S 2.718 -0.314 0.489 -0.398
N 1.056 2.025 -1.052 1.473
C 2.280 2.653 -0.498 -0.344
C 2.129 4.160 -0.631 -1.192
C 0.904 4.722 0.093 -0.260
C 0.843 4.360 1.573 -0.812
H 1.567 3.343 -5.056 0.381
H 0.678 3.433 -3.550 0.083
H -0.158 3.684 -5.080 0.346
H 1.091 1.022 -4.174 -0.042
H 0.408 1.302 -5.750 0.431
H -1.269 0.155 -4.442 0.380
H -1.825 1.786 -4.731 0.436
H -2.310 1.223 -2.429 0.414
H -1.076 2.455 -2.443 0.491
H -0.650 -0.464 -2.030 0.195
H 0.462 2.712 -1.498 -0.278
H 3.150 2.284 -1.038 0.431
H 2.368 2.382 0.549 0.070
H 2.116 4.445 -1.687 0.364
H 3.036 4.601 -0.210 0.452
H -0.022 4.391 -0.399 0.134
H 0.908 5.806 -0.030 0.458
H 0.699 3.286 1.735 -0.100
H 0.018 4.875 2.064 0.413
H 1.762 4.651 2.084 0.333
```



Record 2
ORCA calculation (ωB97M-V/def2-TZVPD) on a single C34H36N4O3 molecule.

Results
Charge   0
ΔE to the lowest compared entry with this formula, charge and spin   0.0 kcal/mol
Structure (SMILES)   CCOc1ccccc1[C@H]1c2[nH]c3ccccc3c2C[C@H]2C(=O)N(C3CCN(Cc4ccccc4)CC3)CC(=O)N12
DFT total energy   -1762.021451 Eh
HOMO level   -0.283 Ha
Kohn-Sham gap   8.392 eV

```
77
Properties=species:S:1:pos:R:3:mulliken_charge:R:1
C 1.835 0.806 -1.325 -0.813
C 1.679 -0.369 -2.284 -0.845
O 0.445 -1.040 -2.119 -0.125
C -0.673 -0.595 -2.742 1.439
C -0.738 0.544 -3.540 -1.136
C -1.918 0.900 -4.169 -0.754
C -3.054 0.130 -4.012 -1.045
C -3.001 -0.997 -3.211 -0.390
C -1.832 -1.372 -2.571 0.066
C -1.838 -2.602 -1.678 -0.228
C -0.786 -3.588 -2.025 -0.625
C 0.316 -3.874 -1.279 0.511
C 1.037 -4.889 -1.974 0.222
C 2.222 -5.581 -1.729 -0.448
C 2.634 -6.525 -2.642 -0.722
C 1.893 -6.795 -3.794 -0.487
C 0.718 -6.126 -4.064 -0.968
C 0.295 -5.173 -3.149 -0.431
N -0.814 -4.373 -3.150 -0.108
H -1.513 -4.331 -3.871 0.245
H 0.145 -6.335 -4.956 0.412
H 2.250 -7.544 -4.486 0.384
H 3.550 -7.072 -2.470 0.400
H 2.802 -5.375 -0.841 0.462
C 0.637 -3.147 -0.025 -0.922
H 1.118 -3.810 0.697 0.885
H 1.338 -2.335 -0.236 0.050
C -0.613 -2.541 0.623 0.163
N -1.724 -2.221 -0.269 0.306
C -2.803 -1.632 0.275 0.821
O -3.847 -1.426 -0.313 -0.663
C -2.603 -1.246 1.739 -1.003
N -1.300 -0.658 1.948 0.404
C -0.237 -1.245 1.369 0.158
O 0.900 -0.822 1.416 -0.724
C -1.201 0.635 2.619 -0.956
C -0.824 1.748 1.641 0.073
C -0.768 3.077 2.386 -1.290
N 0.214 3.004 3.449 0.458
C -0.156 1.998 4.422 -0.996
C -0.188 0.623 3.762 -0.639
H 0.798 0.394 3.361 0.260
H -0.456 -0.138 4.498 0.395
H 0.589 1.998 5.221 0.452
H -1.143 2.215 4.877 0.375
C 0.464 4.303 4.045 -1.176
C 1.153 5.225 3.073 0.668
C 2.146 4.728 2.238 -0.098
C 2.796 5.564 1.349 -0.662
C 2.467 6.909 1.290 -0.415
C 1.481 7.411 2.122 -0.578
C 0.825 6.571 3.006 -0.529
H 0.052 6.967 3.650 0.352
H 1.218 8.458 2.080 0.376
H 2.976 7.563 0.598 0.377
H 3.564 5.168 0.701 0.393
H 2.390 3.678 2.288 0.405
H 1.124 4.152 4.907 0.391
H -0.465 4.775 4.416 0.328
H -0.472 3.872 1.698 0.536
H -1.772 3.324 2.783 0.344
H 0.158 1.532 1.224 -0.087
H -1.552 1.801 0.828 0.469
H -2.192 0.849 3.036 0.568
H -3.386 -0.538 2.011 0.390
H -2.726 -2.148 2.358 0.316
H -0.995 -3.254 1.373 0.401
H -2.833 -3.065 -1.790 1.117
H -3.892 -1.589 -3.062 0.413
H -3.975 0.407 -4.500 0.401
H -1.941 1.789 -4.781 0.427
H 0.131 1.168 -3.676 0.361
H 2.433 -1.130 -2.060 0.445
H 1.813 -0.057 -3.326 0.547
H 1.074 1.562 -1.505 0.278
H 2.817 1.255 -1.452 0.546
H 1.739 0.450 -0.302 0.074
```



Record 3
ORCA calculation (ωB97M-V/def2-TZVPD) on a molecular structure, C34H37As2ClNPtSi.

Results
Charge   +1
ΔE to the lowest compared entry with this formula, charge and spin   0.0 kcal/mol
DFT total energy   -6712.997028 Eh
HOMO level   -0.391 Ha
Kohn-Sham gap   8.098 eV

```
77
Properties=species:S:1:pos:R:3:mulliken_charge:R:1
Pt 0.008 -0.859 0.110 1.531
C -0.320 2.569 0.896 -1.040
C -1.674 2.216 0.293 -1.394
As -1.394 0.848 -1.077 0.282
C -0.474 1.850 -2.447 0.276
C 0.916 1.794 -2.485 0.053
C 1.617 2.555 -3.411 -0.701
C 0.928 3.360 -4.306 -0.516
C -0.460 3.408 -4.277 -0.670
C -1.163 2.656 -3.348 -0.475
C -3.123 0.500 -1.844 0.026
C -3.197 -0.481 -2.832 -0.409
C -4.412 -0.774 -3.430 -0.745
C -5.559 -0.094 -3.040 -0.525
C -5.489 0.876 -2.051 -0.712
C -4.272 1.175 -1.451 -0.071
As 0.721 0.969 1.398 0.025
C 2.533 1.550 1.140 0.656
C 2.930 2.826 1.532 -0.621
C 4.231 3.246 1.301 -0.738
C 5.133 2.398 0.672 -0.627
C 4.736 1.130 0.270 -0.812
C 3.435 0.706 0.501 -0.187
C 0.389 0.831 3.288 0.202
C -0.758 0.149 3.682 -0.294
C -1.058 0.022 5.030 -0.780
C -0.207 0.566 5.982 -0.531
C 0.941 1.238 5.588 -0.691
C 1.242 1.375 4.240 -0.201
H -0.428 3.187 1.787 0.675
H 0.290 3.116 0.174 0.562
H -2.143 3.097 -0.146 0.655
H -2.348 1.798 1.043 0.492
H 1.454 1.155 -1.791 0.124
H 2.698 2.513 -3.435 0.461
H 1.472 3.949 -5.032 0.392
H -0.995 4.032 -4.981 0.410
H -2.246 2.691 -3.332 0.404
H -2.301 -1.006 -3.147 0.399
H -4.466 -1.530 -4.203 0.432
H -6.507 -0.320 -3.509 0.402
H -6.382 1.406 -1.748 0.419
H -4.231 1.939 -0.684 0.340
H 2.230 3.498 2.015 0.439
H 4.541 4.235 1.609 0.435
H 6.148 2.728 0.493 0.417
H 5.438 0.472 -0.224 0.458
H 3.117 -0.280 0.184 0.221
H -1.403 -0.305 2.937 0.290
H -1.948 -0.511 5.338 0.428
H -0.435 0.458 7.035 0.403
H 1.610 1.652 6.331 0.433
H 2.151 1.882 3.942 0.382
C 2.488 -3.318 0.234 -1.327
Si 1.283 -2.432 1.384 0.690
C 0.080 -3.716 2.059 -1.289
C 2.283 -1.844 2.864 -1.117
H 3.064 -4.049 0.809 0.441
H 3.204 -2.636 -0.232 0.324
H 1.977 -3.863 -0.562 0.367
H 0.622 -4.435 2.680 0.418
H -0.422 -4.281 1.271 0.324
H -0.685 -3.254 2.688 0.293
H 2.898 -2.683 3.203 0.518
H 1.642 -1.551 3.696 0.261
H 2.959 -1.014 2.649 0.303
Cl -3.701 -4.876 -1.387 -0.197
C -2.223 -4.074 -1.749 -0.085
C -1.516 -4.370 -2.902 -0.410
C -0.334 -3.686 -3.136 -0.859
C 0.095 -2.744 -2.222 -0.276
N -0.600 -2.465 -1.111 0.648
C -1.741 -3.117 -0.873 -0.409
H -1.884 -5.117 -3.591 0.497
H 0.257 -3.882 -4.019 0.491
H 1.012 -2.189 -2.365 0.496
H -2.276 -2.868 0.032 0.513
```



Record 4
ORCA calculation (ωB97M-V/def2-TZVPD) on a molecular structure, C34H37AsF3N6O2SSr at a distorted geometry.

Results
Charge   -1
ΔE to the lowest compared entry with this formula, charge and spin   1.6 kcal/mol
DFT total energy   -4761.321195 Eh
HOMO level   -0.164 Ha
Kohn-Sham gap   6.801 eV

```
85
Properties=species:S:1:pos:R:3:mulliken_charge:R:1
Sr -0.962 -0.176 0.401 1.556
O -2.861 0.923 0.942 -0.697
C -3.215 1.969 1.576 0.323
C -4.489 2.572 1.342 -0.647
C -4.904 3.691 2.018 -0.330
C -4.099 4.294 2.998 -0.898
C -2.871 3.729 3.265 -0.478
C -2.396 2.604 2.576 0.957
C -1.123 2.053 3.008 -1.248
N -0.466 1.134 2.420 0.688
C 0.695 0.543 3.061 -0.435
C 0.415 -0.923 3.400 -0.910
N -0.032 -1.690 2.240 -0.846
C 0.602 -2.732 1.865 -0.708
C 1.895 -3.256 2.324 0.863
C 1.999 -4.622 2.593 -0.643
C 3.200 -5.212 2.935 -0.833
C 4.344 -4.403 2.964 -0.419
C 4.286 -3.067 2.653 -0.867
C 3.061 -2.411 2.296 0.413
O 3.033 -1.202 1.908 -0.552
H -5.117 2.099 0.597 0.414
H -5.882 4.108 1.801 0.394
H -4.444 5.162 3.543 0.365
H -2.240 4.157 4.039 0.305
H -0.731 2.471 3.949 0.095
H 0.971 1.078 3.981 0.390
H 1.546 0.551 2.383 -0.218
H -0.422 -0.949 4.107 0.634
H 1.295 -1.356 3.878 0.383
H 0.109 -3.302 1.071 0.670
H 1.100 -5.229 2.533 0.419
H 3.257 -6.268 3.166 0.358
H 5.302 -4.844 3.222 0.362
H 5.182 -2.457 2.648 0.412
F -4.293 -2.288 -5.280 -0.333
C -3.778 -2.532 -4.041 0.449
F -3.302 -3.798 -4.096 -0.245
F -4.820 -2.538 -3.211 -0.223
C -2.702 -1.539 -3.704 -0.093
C -2.128 -0.847 -4.753 -0.425
C -1.108 0.065 -4.519 -1.146
C -0.733 0.257 -3.201 -0.847
N -1.254 -0.412 -2.184 1.361
C -2.207 -1.361 -2.380 0.301
S -2.672 -2.296 -1.021 -0.522
H -2.487 -1.016 -5.760 0.438
H -0.642 0.621 -5.321 0.407
H 0.023 0.989 -2.938 0.268
C -1.902 5.763 0.312 -0.875
N -1.761 4.501 -0.383 0.338
C -2.643 3.959 -1.285 -0.767
C -2.180 2.709 -1.561 -0.283
N -1.033 2.468 -0.845 0.302
C -0.822 3.557 -0.147 -0.762
H -2.429 6.467 -0.328 0.328
H -0.916 6.168 0.534 0.319
H -2.460 5.628 1.238 0.267
H -3.515 4.496 -1.618 0.392
H -2.610 1.962 -2.207 0.314
H -0.011 3.713 0.549 0.419
C 2.350 2.155 -1.909 -1.320
As 2.317 0.848 -0.435 1.169
C 3.183 1.976 0.916 -1.220
C 3.932 -0.109 -0.977 -1.281
H 3.275 2.733 -1.883 0.474
H 1.491 2.822 -1.845 0.262
H 2.300 1.614 -2.855 0.344
H 4.041 2.493 0.483 0.485
H 3.512 1.327 1.727 0.292
H 2.476 2.712 1.304 0.210
H 4.720 0.606 -1.218 0.508
H 3.711 -0.723 -1.849 0.284
H 4.242 -0.742 -0.146 0.242
C 1.682 -4.945 -2.099 -0.472
C 2.209 -4.182 -1.070 -0.995
C 2.002 -2.809 -1.094 -0.133
N 1.336 -2.185 -2.064 0.287
C 0.833 -2.930 -3.045 -0.187
C 0.973 -4.307 -3.107 -0.639
H 1.812 -6.020 -2.111 0.402
H 2.754 -4.628 -0.248 0.382
H 2.391 -2.187 -0.292 0.514
H 0.277 -2.397 -3.811 0.303
H 0.527 -4.861 -3.922 0.434
```



Question: Look up the charge of the second one.
Answer: 0



Repeat the third record exactly.
ORCA calculation (ωB97M-V/def2-TZVPD) on a molecular structure, C34H37As2ClNPtSi.

Results
Charge   +1
ΔE to the lowest compared entry with this formula, charge and spin   0.0 kcal/mol
DFT total energy   -6712.997028 Eh
HOMO level   -0.391 Ha
Kohn-Sham gap   8.098 eV

```
77
Properties=species:S:1:pos:R:3:mulliken_charge:R:1
Pt 0.008 -0.859 0.110 1.531
C -0.320 2.569 0.896 -1.040
C -1.674 2.216 0.293 -1.394
As -1.394 0.848 -1.077 0.282
C -0.474 1.850 -2.447 0.276
C 0.916 1.794 -2.485 0.053
C 1.617 2.555 -3.411 -0.701
C 0.928 3.360 -4.306 -0.516
C -0.460 3.408 -4.277 -0.670
C -1.163 2.656 -3.348 -0.475
C -3.123 0.500 -1.844 0.026
C -3.197 -0.481 -2.832 -0.409
C -4.412 -0.774 -3.430 -0.745
C -5.559 -0.094 -3.040 -0.525
C -5.489 0.876 -2.051 -0.712
C -4.272 1.175 -1.451 -0.071
As 0.721 0.969 1.398 0.025
C 2.533 1.550 1.140 0.656
C 2.930 2.826 1.532 -0.621
C 4.231 3.246 1.301 -0.738
C 5.133 2.398 0.672 -0.627
C 4.736 1.130 0.270 -0.812
C 3.435 0.706 0.501 -0.187
C 0.389 0.831 3.288 0.202
C -0.758 0.149 3.682 -0.294
C -1.058 0.022 5.030 -0.780
C -0.207 0.566 5.982 -0.531
C 0.941 1.238 5.588 -0.691
C 1.242 1.375 4.240 -0.201
H -0.428 3.187 1.787 0.675
H 0.290 3.116 0.174 0.562
H -2.143 3.097 -0.146 0.655
H -2.348 1.798 1.043 0.492
H 1.454 1.155 -1.791 0.124
H 2.698 2.513 -3.435 0.461
H 1.472 3.949 -5.032 0.392
H -0.995 4.032 -4.981 0.410
H -2.246 2.691 -3.332 0.404
H -2.301 -1.006 -3.147 0.399
H -4.466 -1.530 -4.203 0.432
H -6.507 -0.320 -3.509 0.402
H -6.382 1.406 -1.748 0.419
H -4.231 1.939 -0.684 0.340
H 2.230 3.498 2.015 0.439
H 4.541 4.235 1.609 0.435
H 6.148 2.728 0.493 0.417
H 5.438 0.472 -0.224 0.458
H 3.117 -0.280 0.184 0.221
H -1.403 -0.305 2.937 0.290
H -1.948 -0.511 5.338 0.428
H -0.435 0.458 7.035 0.403
H 1.610 1.652 6.331 0.433
H 2.151 1.882 3.942 0.382
C 2.488 -3.318 0.234 -1.327
Si 1.283 -2.432 1.384 0.690
C 0.080 -3.716 2.059 -1.289
C 2.283 -1.844 2.864 -1.117
H 3.064 -4.049 0.809 0.441
H 3.204 -2.636 -0.232 0.324
H 1.977 -3.863 -0.562 0.367
H 0.622 -4.435 2.680 0.418
H -0.422 -4.281 1.271 0.324
H -0.685 -3.254 2.688 0.293
H 2.898 -2.683 3.203 0.518
H 1.642 -1.551 3.696 0.261
H 2.959 -1.014 2.649 0.303
Cl -3.701 -4.876 -1.387 -0.197
C -2.223 -4.074 -1.749 -0.085
C -1.516 -4.370 -2.902 -0.410
C -0.334 -3.686 -3.136 -0.859
C 0.095 -2.744 -2.222 -0.276
N -0.600 -2.465 -1.111 0.648
C -1.741 -3.117 -0.873 -0.409
H -1.884 -5.117 -3.591 0.497
H 0.257 -3.882 -4.019 0.491
H 1.012 -2.189 -2.365 0.496
H -2.276 -2.868 0.032 0.513
```